No. 1
Below is a molecular structure, C38H34BrF5N4O4S4V, with properties calculated with the ωB97M-V functional and the def2-TZVPD basis.

Its spin multiplicity is 2. The value obtained for the electronic energy is -7598.0077 Ha. The value obtained for the HOMO-LUMO gap (spin up / spin down) is 0.1587 / 0.1927 Eh. As for the net charge: +2.

Positions of all 91 atoms, in Å:
V 0.532 1.251 0.533
C 1.670 -1.402 3.316
C 2.755 -2.105 2.516
S 2.337 -2.140 0.763
C 3.763 -1.461 -0.097
C 4.307 -0.143 0.410
S 3.222 1.334 0.521
C 3.671 1.843 2.193
C 3.052 1.025 3.322
S 1.392 0.367 3.004
H 1.875 -1.469 4.387
H 0.695 -1.868 3.163
H 2.833 -3.130 2.883
H 3.734 -1.655 2.669
H 3.443 -1.391 -1.135
H 4.584 -2.179 -0.069
H 5.121 0.169 -0.244
H 4.730 -0.265 1.406
H 3.412 2.889 2.276
H 4.759 1.801 2.257
H 2.998 1.641 4.219
H 3.677 0.169 3.569
C -2.060 2.982 0.212
O -1.457 1.663 0.349
C -2.371 0.608 0.484
C -3.738 0.759 0.398
C -4.507 -0.394 0.547
Br -6.375 -0.246 0.440
C -3.928 -1.625 0.768
C -2.537 -1.773 0.845
C -1.776 -0.621 0.700
O -0.373 -0.592 0.768
C -2.033 -3.137 1.066
N -2.841 -4.146 1.220
C -2.025 -5.248 1.404
C -2.365 -6.588 1.608
C -1.335 -7.490 1.747
C 0.013 -7.086 1.682
C 0.367 -5.768 1.485
C -0.683 -4.862 1.356
N -0.709 -3.493 1.159
H -2.581 3.028 -0.741
H -1.254 3.697 0.247
H -2.739 3.135 1.048
H -4.218 1.709 0.229
H -4.531 -2.514 0.883
H -0.015 -1.174 0.017
H -3.401 -6.894 1.653
H -1.557 -8.536 1.906
H 0.788 -7.833 1.786
H 1.404 -5.464 1.422
H 0.092 -2.927 0.949
C -3.568 0.245 -6.363
C -2.491 0.020 -5.344
C -2.802 -0.036 -3.981
C -1.819 -0.232 -3.034
C -0.497 -0.362 -3.456
C -0.157 -0.322 -4.803
C -1.162 -0.133 -5.736
S 0.745 -0.659 -2.281
O 2.015 -0.789 -2.923
O 0.298 -1.694 -1.370
N 0.782 0.713 -1.321
C 1.051 1.954 -1.893
C 1.468 2.318 -3.161
C 1.532 3.678 -3.418
C 1.188 4.602 -2.435
C 0.834 4.144 -1.185
N 0.795 2.833 -0.919
H -4.519 -0.168 -6.032
H -3.306 -0.203 -7.319
H -3.711 1.315 -6.527
H -3.835 0.051 -3.668
H -2.078 -0.314 -1.984
H 0.869 -0.466 -5.113
H -0.912 -0.121 -6.789
H 1.730 1.585 -3.906
H 1.844 4.023 -4.395
H 1.210 5.664 -2.631
H 0.581 4.825 -0.387
F -1.188 1.745 2.924
C -0.369 2.805 2.848
C 0.611 2.856 1.855
C 1.375 4.016 1.872
F 2.383 4.192 0.999
C 1.199 5.040 2.789
F 1.974 6.107 2.749
C 0.209 4.937 3.753
F 0.030 5.897 4.626
C -0.586 3.802 3.781
F -1.541 3.680 4.682

Atomic partial charges in e from the Mulliken method, atoms 1 to 6: -0.96, -0.89, -0.94, 0.23, -0.86, -0.98

=====

No. 2
Below is a molecular structure, C38H34FeN2O3P2S, with properties calculated with the ωB97M-V functional and the def2-TZVPD basis.

Its spin multiplicity is 6. Its energy above the lowest of the compared OMol25 structures with the same formula, charge and spin is 173.7 kJ/mol. The value obtained for the electronic energy is -4147.2811 Ha. The value obtained for the HOMO-LUMO gap (spin up / spin down) is 0.2919 / 0.2088 Eh. As for the net charge: +3.

Positions of all 81 atoms, in Å:
Fe -0.396 -0.027 -0.657
O -0.937 1.879 -0.145
S 0.271 1.850 0.850
C -0.339 1.889 2.502
C 0.106 2.728 3.502
C -0.366 2.543 4.802
C -1.250 1.520 5.088
C -1.667 0.654 4.076
C -1.219 0.821 2.775
P -1.757 -0.316 1.475
C -1.826 -2.048 1.943
C -0.547 -2.906 1.868
C -0.755 -4.428 2.066
C -2.167 -4.895 1.869
C -3.223 -4.081 1.874
C -3.036 -2.645 1.942
C -3.293 0.198 0.728
C -3.305 0.066 -0.658
C -4.362 0.486 -1.438
C -5.457 1.061 -0.792
C -5.465 1.211 0.588
C -4.385 0.791 1.355
C 1.348 3.111 0.292
C 1.508 4.384 0.814
C 2.367 5.264 0.168
C 3.026 4.876 -0.988
C 2.817 3.612 -1.531
C 1.971 2.709 -0.899
P 1.714 1.051 -1.631
C 1.233 1.255 -3.343
C 1.285 0.132 -4.185
C 0.813 0.220 -5.483
C 0.273 1.416 -5.946
C 0.196 2.521 -5.109
C 0.666 2.445 -3.807
C 3.274 0.201 -1.449
C 3.631 -0.214 -0.162
C 4.873 -0.783 0.051
C 5.753 -0.948 -1.012
C 5.400 -0.535 -2.289
C 4.161 0.044 -2.514
H 0.832 3.507 3.313
H -0.026 3.205 5.586
H -1.612 1.377 6.097
H -2.340 -0.159 4.321
H 0.191 -2.560 2.593
H 0.340 -5.906 1.307
H -2.292 -5.969 1.784
H -4.231 -4.463 1.798
H -3.932 -2.035 1.918
H -2.471 -0.436 -1.174
H -4.350 0.379 -2.513
H -6.307 1.400 -1.368
H -6.320 1.664 1.071
H -4.404 0.938 2.428
H 0.961 4.713 1.688
H 2.510 6.260 0.565
H 3.700 5.562 -1.484
H 3.321 3.334 -2.448
H 1.737 -0.795 -3.850
H 0.883 -0.638 -6.137
H -0.083 1.485 -6.965
H -0.226 3.448 -5.472
H 0.595 3.315 -3.167
H 2.949 -0.093 0.669
H 5.160 -1.096 1.046
H 6.724 -1.393 -0.843
H 6.092 -0.650 -3.111
H 3.911 0.395 -3.506
C -0.284 -4.835 3.457
O 0.075 -5.013 1.049
C -0.004 -2.464 0.533
O 0.674 -1.416 0.499
N -0.505 -2.928 -0.624
N -0.358 -2.053 -1.731
H -0.412 -5.908 3.610
H -0.866 -4.326 4.225
H 0.770 -4.584 3.581
H -0.771 -3.898 -0.745
H -1.102 -2.258 -2.394
H 0.536 -2.213 -2.198

Atomic partial charges in e from the Mulliken method, atoms 1 to 6: 0.44, -0.58, 2.14, 0.33, -0.58, -1.03

=====

No. 3
Below is a molecular structure, C38H34IrN8O3PS, with properties calculated with the ωB97M-V functional and the def2-TZVPD basis.

Its energy above the lowest of the compared OMol25 structures with the same formula, charge and spin is 0.0 kJ/mol. The value obtained for the electronic energy is -2975.7465 Ha. The value obtained for the HOMO-LUMO gap is 0.2758 Eh. As for the net charge: +2.

Positions of all 86 atoms, in Å:
Ir -0.152 0.399 0.423
N -4.356 0.070 -0.018
C -3.239 0.555 -0.555
N -2.243 0.292 0.265
C -2.833 -0.365 1.307
N -4.120 -0.526 1.165
C -1.985 -0.824 2.396
C -2.420 -1.403 3.576
N -1.568 -1.727 4.540
C -0.285 -1.458 4.335
C 0.180 -0.891 3.155
N -0.679 -0.596 2.182
H -5.292 0.087 -0.395
H -3.185 1.085 -1.489
H -3.474 -1.598 3.735
H 0.410 -1.704 5.128
H 1.222 -0.680 2.960
O 0.876 2.859 -0.767
N 0.495 1.577 -1.154
C 0.897 1.352 -2.343
C 0.837 0.124 -3.124
C 1.124 0.274 -4.482
C 1.174 -0.821 -5.327
C 0.941 -2.088 -4.817
C 0.651 -2.249 -3.469
C 0.613 -1.157 -2.610
P 0.124 -1.479 -0.898
C -1.459 -2.339 -1.258
C -2.221 -1.900 -2.345
C -3.390 -2.550 -2.701
C -3.824 -3.650 -1.970
C -3.075 -4.099 -0.896
C -1.892 -3.455 -0.547
C 1.213 -2.730 -0.171
C 2.389 -3.122 -0.808
C 3.225 -4.054 -0.214
C 2.901 -4.602 1.017
C 1.733 -4.216 1.660
C 0.897 -3.281 1.072
H 0.702 2.890 0.189
H 1.373 2.201 -2.825
H 1.322 1.264 -4.873
H 1.402 -0.686 -6.375
H 0.982 -2.954 -5.464
H 0.447 -3.243 -3.088
H -1.876 -1.067 -2.948
H -3.951 -2.216 -3.565
H -4.730 -4.169 -2.256
H -3.392 -4.971 -0.339
H -1.303 -3.853 0.266
H 2.678 -2.671 -1.747
H 4.140 -4.344 -0.713
H 3.557 -5.328 1.478
H 1.470 -4.648 2.617
H -0.018 -3.009 1.577
C -2.117 7.120 2.189
C -2.193 5.868 1.390
C -2.895 5.710 0.222
C -2.848 4.470 -0.422
N -2.164 3.429 0.069
C -1.491 3.586 1.194
S -0.556 2.369 1.983
N -1.500 4.796 1.831
C -3.566 4.245 -1.710
H -2.779 7.877 1.779
H -1.096 7.509 2.181
H -2.398 6.931 3.227
H -3.464 6.531 -0.187
H -0.954 4.869 2.683
H -4.178 5.098 -1.992
H -4.199 3.362 -1.627
H -2.834 4.060 -2.499
O 2.725 -0.523 -0.732
C 2.806 -0.057 0.394
O 1.769 0.372 1.073
C 4.102 -0.010 1.124
C 5.272 -0.031 0.371
C 6.504 -0.004 1.002
C 6.573 0.025 2.389
C 5.408 0.032 3.144
C 4.174 0.024 2.513
H 5.203 -0.071 -0.708
H 7.412 -0.009 0.415
H 7.535 0.041 2.882
H 5.463 0.047 4.224
H 3.271 0.033 3.107

Atomic partial charges in e from the Mulliken method, atoms 1 to 6: 0.83, 0.26, -1.15, 0.59, 0.52, -0.79

=====

No. 4
Below is a molecular structure, C38H34N10O2Pt at a distorted geometry, with properties calculated with the ωB97M-V functional and the def2-TZVPD basis.

Its spin multiplicity is 3. The value obtained for the electronic energy is -2285.5806 Ha. The value obtained for the HOMO-LUMO gap (spin up / spin down) is 0.1389 / 0.2231 Eh.

Positions of all 85 atoms, in Å:
Pt 0.993 -0.603 -0.158
C -2.163 -6.972 -0.150
C -1.617 -5.600 0.136
C -1.251 -5.202 1.487
C -0.571 -4.021 1.676
C -0.118 -3.178 0.622
N 0.903 -2.259 0.884
C 1.860 -2.543 1.803
C 2.473 -3.829 1.711
C 3.624 -4.110 2.466
C 4.146 -3.073 3.285
C 5.471 -3.402 3.949
C 3.522 -1.846 3.449
C 2.487 -1.524 2.577
N 2.186 -0.154 2.487
C 2.462 0.829 3.409
C 1.795 1.986 3.057
C 1.108 1.709 1.830
N 1.354 0.415 1.450
C -0.610 -3.521 -0.634
C -1.296 -4.741 -0.860
N -0.444 -2.676 -1.745
C -1.038 -2.843 -3.006
C -0.981 -1.691 -3.705
C -0.353 -0.744 -2.852
N 0.097 -1.334 -1.725
H -1.689 -7.664 0.577
H -1.914 -7.237 -1.182
H -3.283 -7.058 -0.016
H -1.536 -5.912 2.326
H -0.318 -3.748 2.686
H 2.035 -4.628 1.175
H 4.196 -5.017 2.514
H 6.280 -3.434 3.222
H 5.497 -4.361 4.448
H 5.737 -2.724 4.726
H 3.916 -0.966 3.994
H 3.080 0.572 4.281
H 2.009 2.925 3.515
H 0.576 2.360 1.162
H -1.645 -5.020 -1.885
H -1.439 -3.832 -3.285
H -1.338 -1.549 -4.697
H -0.217 0.300 -3.021
O 2.695 3.020 -1.029
C 2.706 1.786 -0.894
O 1.507 1.152 -1.006
C 3.925 0.960 -0.606
C 4.923 1.363 0.219
C 6.006 0.499 0.515
C 6.241 -0.556 -0.363
C 5.355 -0.828 -1.384
C 4.131 -0.137 -1.388
H 4.740 2.299 0.797
H 6.805 0.772 1.276
H 7.042 -1.218 -0.197
H 5.598 -1.442 -2.283
H 3.433 -0.358 -2.179
C -0.188 4.668 -1.600
C -1.143 4.377 -0.593
N -0.801 3.910 0.613
C -1.952 3.952 1.371
C -3.074 4.187 0.578
N -2.538 4.533 -0.662
C -3.208 5.401 -1.601
N -4.643 5.021 -2.064
N -5.245 6.061 -2.796
N -6.456 5.679 -3.137
C -6.715 4.457 -2.536
C -7.937 3.788 -2.254
C -7.826 2.577 -1.694
C -6.543 1.970 -1.390
C -5.360 2.700 -1.459
C -5.504 3.967 -1.975
H 0.570 3.860 -1.475
H 0.362 5.611 -1.368
H -0.533 4.651 -2.667
H -1.879 3.831 2.460
H -4.124 4.228 0.767
H -2.569 5.498 -2.514
H -3.369 6.350 -1.094
H -8.879 4.203 -2.621
H -8.651 1.902 -1.450
H -6.507 0.957 -1.047
H -4.377 2.270 -1.251

Atomic partial charges in e from the Mulliken method, atoms 1 to 6: 0.73, -1.44, 0.49, -0.85, -0.22, -0.20

=====

No. 5
Below is a molecular structure, C38H34N3OP2RuS at a distorted geometry, with properties calculated with the ωB97M-V functional and the def2-TZVPD basis.

Its spin multiplicity is 5. Its energy above the lowest of the compared OMol25 structures with the same formula, charge and spin is 108.7 kJ/mol. The value obtained for the electronic energy is -2882.4466 Ha. The value obtained for the HOMO-LUMO gap (spin up / spin down) is 0.2112 / 0.0949 Eh. As for the net charge: +3.

Positions of all 80 atoms, in Å:
Ru -0.409 -0.377 -0.206
C 2.494 -1.703 0.506
C 2.347 -1.580 2.067
P 0.721 -2.296 2.477
C -0.428 -0.920 2.400
C -1.701 -1.031 2.994
C -2.764 -0.162 2.623
C -2.465 0.928 1.840
C -1.187 1.159 1.283
C -0.119 0.277 1.675
C 0.996 -2.552 4.247
C 0.640 -1.541 5.167
C 0.179 -1.994 6.416
C 0.428 -3.283 6.817
C 0.895 -4.221 5.934
C 1.136 -3.923 4.601
P 1.785 -0.399 -0.575
C 2.943 1.003 -0.352
C 2.607 2.154 0.276
C 3.453 3.303 0.318
C 4.659 3.258 -0.318
C 5.013 2.085 -0.954
C 4.186 0.927 -0.962
C 2.228 -0.745 -2.285
C 2.101 0.260 -3.300
C 2.128 -0.043 -4.684
C 2.536 -1.352 -5.029
C 2.835 -2.297 -4.104
C 2.752 -2.004 -2.701
H 2.094 -2.642 0.121
H 3.587 -1.657 0.209
H 2.413 -0.552 2.415
H 3.183 -2.145 2.542
H -1.821 -1.737 3.825
H -3.784 -0.274 2.962
H -3.167 1.701 1.739
H -0.870 2.064 0.788
H 0.811 0.743 1.870
H 0.627 -0.499 4.796
H -0.329 -1.309 7.120
H 0.300 -3.507 7.877
H 1.015 -5.250 6.271
H 1.258 -4.676 3.782
H 1.633 2.191 0.746
H 3.016 4.182 0.761
H 5.305 4.136 -0.318
H 5.957 1.979 -1.420
H 4.547 0.006 -1.445
H 1.781 1.230 -2.957
H 1.961 0.701 -5.391
H 2.625 -1.521 -6.138
H 3.225 -3.271 -4.405
H 2.928 -2.844 -1.966
N -0.642 -2.073 -1.292
C -0.571 -3.200 -1.644
C -0.354 -4.467 -2.204
C 0.854 -5.058 -2.460
N 1.851 -5.596 -2.732
C -1.428 -5.139 -2.877
N -2.203 -5.587 -3.632
C -4.480 6.339 -1.162
C -4.091 4.883 -1.358
C -4.913 3.846 -1.019
C -4.634 2.546 -1.306
C -3.492 2.327 -2.105
C -2.742 3.389 -2.596
C -2.946 4.675 -2.201
S -2.794 0.735 -2.579
C -3.709 -0.576 -1.661
O -1.391 0.922 -1.977
H -5.359 6.428 -0.561
H -4.712 6.778 -2.169
H -3.694 6.892 -0.732
H -5.811 4.137 -0.463
H -5.123 1.696 -0.855
H -1.902 3.133 -3.279
H -2.283 5.477 -2.549
H -3.940 -0.288 -0.619
H -3.122 -1.495 -1.732
H -4.653 -0.701 -2.190

Atomic partial charges in e from the Mulliken method, atoms 1 to 6: 0.58, -1.27, -0.99, 0.13, 0.70, -0.45

=====

> What is the electronic energy in the fourth record?

-2285.5806 Ha

=====

> electronic energy of number 3 (C38H34IrN8O3PS)?

-2975.7465 Ha

=====

> Which of these has the lowest electronic energy?

C38H34BrF5N4O4S4V